Record 1
A structure of composition C16H31N8SSi2Y, computed with ωB97M-V/def2-TZVPD.

Structure (XYZ):
```
59
Properties=species:S:1:pos:R:3:nbo_charge:R:1
H -1.517 1.185 0.196 0.44
C -3.078 -1.063 1.647 0.27
H -1.753 3.086 -1.227 0.24
Si -0.273 -1.494 -2.260 1.67
H -2.587 -1.203 -1.387 0.22
H 5.898 -2.168 0.338 0.26
N 2.698 -1.599 0.860 -0.59
H -2.217 1.403 -1.590 0.21
C 4.899 -1.901 0.636 -0.03
H 0.057 -2.788 -4.341 0.26
H -0.549 -3.316 -0.312 0.25
C 0.100 -3.055 -1.162 -1.18
H 1.157 3.319 -3.355 0.26
S -1.949 -2.310 1.878 -0.23
C 0.776 0.502 3.856 -0.06
C 2.538 -0.295 2.887 0.34
H 2.272 1.966 -3.159 0.25
N 2.930 0.216 4.064 -0.47
C 3.318 -1.002 1.871 0.33
H -3.617 2.966 1.635 0.24
H 1.875 1.184 5.670 0.26
C 0.498 -1.893 -3.899 -1.12
H 5.355 -0.799 2.389 0.45
H -2.432 -0.545 -3.018 0.26
N 4.647 -1.162 1.770 -0.47
H -1.708 2.476 -2.863 0.28
H 1.576 -2.049 -3.813 0.25
N 1.230 -0.133 2.721 -0.59
H 1.557 -0.265 -1.313 0.26
C -1.508 2.204 -1.825 -1.15
C 1.067 2.636 -0.213 -1.11
H -5.235 2.621 1.007 0.28
H -1.326 1.424 1.817 0.40
H 3.860 0.207 4.453 0.45
Y 0.297 -1.141 0.728 1.90
C 1.818 0.725 4.699 -0.03
H 0.344 -1.064 -4.594 0.26
H 3.469 -2.699 -0.825 0.25
H 1.016 3.719 -0.340 0.26
H -3.835 2.563 -0.077 0.25
H 1.155 -3.169 -0.873 0.24
H -4.954 -1.921 1.980 0.45
C 1.215 2.239 -3.209 -1.12
H -0.076 -3.890 -1.845 0.31
N -5.009 0.092 1.526 -0.20
N -4.398 -1.109 1.753 -0.34
H 0.792 1.758 -4.094 0.25
C 3.686 -2.154 0.077 -0.06
C -4.048 0.914 1.257 0.37
H -2.567 -2.285 -2.776 0.26
N -1.545 0.725 1.109 -0.68
H -0.263 0.735 4.010 0.23
C 0.456 -0.096 -1.313 -1.82
H 2.126 2.372 -0.121 0.24
Si 0.317 1.715 -1.668 1.69
C -4.184 2.352 0.934 -0.68
N -2.836 0.236 1.326 -0.23
H 0.596 2.398 0.749 0.20
C -2.130 -1.370 -2.370 -1.12
```

Computed properties:
Highest occupied orbital energy   -13.870 eV
ΔE to the lowest compared entry with this formula, charge and spin   1.7 kcal/mol
E_LUMO   -5.8838 eV
Kohn-Sham gap   7.986 eV
Charge   +2
Electronic energy   -2081.5119 hartree

Record 2
A cluster of 3 separate species, C16H31NO13PS in total at a distorted geometry, computed with ωB97M-V/def2-TZVPD.

Structure (XYZ):
```
63
Properties=species:S:1:pos:R:3:nbo_charge:R:1
H 1.385 -0.125 2.525 0.29
H -3.254 -4.392 0.451 0.21
H -1.687 0.881 6.125 0.21
O 1.937 -3.496 0.668 -0.94
O 2.189 5.061 -7.779 -0.49
C 2.091 5.061 -6.357 -0.26
H -1.499 -0.721 -0.619 0.35
H -6.969 -1.429 -1.619 0.19
S -0.549 -1.533 1.548 0.56
H 3.160 1.767 7.780 0.26
H 0.659 -1.103 4.746 0.26
C -0.444 -1.156 -0.273 -0.67
H 2.525 -4.248 1.035 0.52
H -7.252 -3.162 -2.023 0.20
C 1.130 0.796 -2.829 0.79
H -0.109 -5.079 2.889 0.41
O -4.731 -2.837 -1.162 -0.65
C 0.817 -0.261 -0.777 0.79
O 0.628 1.979 8.990 -0.55
C -3.525 -3.566 1.117 -0.24
O 2.661 4.026 -9.659 -0.49
O 1.541 -3.204 3.450 -0.94
C 1.018 1.047 8.100 0.78
C 0.200 -0.213 2.641 -0.57
C 3.094 2.860 -10.355 -0.26
H 2.374 -3.790 3.370 0.52
O 0.042 0.319 7.273 -0.56
H 2.407 2.026 -10.178 0.19
O 1.311 -0.539 -2.168 -0.54
C -0.125 -0.359 4.241 -0.45
H 2.903 -0.078 7.239 0.22
C 2.614 3.886 -8.310 0.99
C -7.370 -2.383 -1.263 -0.26
H 1.363 4.316 -6.020 0.19
H 3.094 3.085 -11.425 0.20
H -2.971 -2.658 0.856 0.14
C -5.399 -2.965 -0.147 0.98
O -0.026 1.506 -2.702 -0.56
C 0.229 1.133 4.909 -0.43
H -0.220 0.831 2.248 0.29
H 1.999 1.443 -4.876 0.29
P 0.726 -3.278 1.899 1.89
H 3.050 0.393 9.112 0.27
N -0.224 -4.626 1.936 -1.23
H -0.596 2.387 6.707 0.24
O 1.439 0.732 -0.145 -0.51
O 2.904 2.879 -7.683 -0.65
H -1.224 -0.666 4.502 0.24
O -4.931 -3.327 1.074 -0.49
C -0.581 1.278 6.335 -0.09
H -0.362 -2.208 -0.834 0.33
H 3.357 0.975 -3.553 0.25
H -3.261 -3.848 2.140 0.21
H 1.743 6.048 -6.042 0.20
C 2.319 1.493 -3.739 -0.72
H 1.404 1.261 5.010 0.23
H 4.114 2.591 -10.061 0.19
O -6.738 -2.771 -0.044 -0.49
H 3.071 4.880 -5.902 0.19
H -0.109 1.957 4.119 0.21
C 2.652 0.748 8.047 -0.73
H -8.437 -2.256 -1.064 0.21
H 2.439 2.630 -3.472 0.27
```

Computed properties:
Highest occupied orbital energy   -12.552 eV
E_LUMO   -4.8944 eV
Kohn-Sham gap   7.657 eV
Charge   +1
Electronic energy   -2400.1335 hartree

Record 3
A structure of composition C16H31NO2 at a distorted geometry, computed with ωB97M-V/def2-TZVPD.

Structure (XYZ):
```
50
Properties=species:S:1:pos:R:3:nbo_charge:R:1
H 0.366 2.800 -0.333 0.20
C 1.258 -0.663 1.181 0.12
H -0.217 -1.958 3.525 0.23
C -0.347 -4.141 -0.051 -0.57
H -3.491 -1.170 2.152 0.22
H 0.490 4.373 -1.159 0.20
H 2.724 3.846 -1.749 0.23
C -0.110 -2.745 0.198 0.16
H -0.563 0.236 0.298 0.22
H 3.055 1.333 -1.391 0.17
H 1.274 -2.781 1.676 0.22
H 3.917 2.038 -0.272 0.23
H -1.140 -4.468 -0.460 0.21
H -1.197 -2.060 -1.605 0.23
H 1.684 -0.525 2.213 0.22
H 0.843 1.273 -2.270 0.17
H -0.236 0.737 2.164 0.21
C 2.444 1.188 0.494 0.80
H -3.062 -0.092 0.691 0.21
C -0.992 2.314 -2.789 -0.38
H 0.537 -2.606 -1.860 0.19
H -1.162 1.814 -3.790 0.20
H 0.650 -4.368 -0.440 0.22
C -0.421 -0.160 1.205 -0.36
H 0.245 -1.121 -1.359 0.20
H -1.286 3.466 -2.987 0.19
H -1.787 -2.432 3.440 0.22
C -1.984 1.858 -1.775 -0.63
H 1.062 2.663 -3.309 0.19
H -1.632 0.705 -1.727 0.20
C 3.101 1.805 -0.705 -0.44
H -1.786 2.485 -0.878 0.21
H -3.130 1.894 -2.230 0.22
O 1.991 0.078 0.325 -0.49
H -2.718 0.367 2.348 0.21
C -2.630 -0.489 1.823 -0.56
C 1.092 -2.082 0.961 -0.47
H 2.455 3.936 -0.069 0.19
H -0.077 -4.650 1.123 0.17
C -0.136 -2.014 -1.186 -0.63
C -1.413 -0.986 1.856 -0.01
C 2.280 3.121 -1.098 -0.37
C 0.555 2.130 -2.307 -0.37
H -1.973 -2.901 1.222 0.32
O 2.284 1.624 1.668 -0.66
H -0.957 -0.802 4.095 0.22
N -1.571 -2.179 0.797 -0.65
C -1.129 -1.575 3.197 -0.64
H 2.005 -2.177 0.329 0.22
C 0.833 3.059 -1.184 -0.40
```

Computed properties:
Highest occupied orbital energy   -8.703 eV
ΔE to the lowest compared entry with this formula, charge and spin   375.2 kcal/mol
E_LUMO   0.7017 eV
Kohn-Sham gap   9.405 eV
Electronic energy   -832.9306 hartree

Record 4
A cluster of 6 separate species, C16H32Br8O2 in total at a distorted geometry, computed with ωB97M-V/def2-TZVPD.

Structure (XYZ):
```
58
Properties=species:S:1:pos:R:3:nbo_charge:R:1
H -5.125 2.017 1.388 0.17
H -2.033 0.964 1.028 0.18
H -2.166 -0.189 -3.415 0.22
Br -0.088 0.802 -5.235 -0.04
C -2.128 -2.456 2.910 -0.42
C 0.241 5.028 -1.851 -0.44
O -3.484 2.353 0.295 -0.56
C -0.523 -1.007 -4.465 -0.41
H 1.315 1.779 0.205 0.18
C 1.687 4.704 -2.285 -0.42
C 1.532 -0.995 -0.778 -0.09
Br 3.392 -3.384 2.177 -0.02
Br -0.704 6.419 -2.923 -0.02
Br -2.297 -0.732 3.889 -0.04
C 0.980 0.833 0.632 -0.08
H -4.084 -0.029 1.378 0.20
C 2.058 0.087 1.286 -0.41
Br 6.452 -1.642 1.365 0.00
H -1.727 -3.166 3.634 0.23
C 2.709 -0.578 0.127 -0.44
H 0.207 1.014 1.379 0.19
C 5.155 -3.848 2.864 -0.44
H -1.642 -1.498 0.887 0.25
H 1.413 -2.078 -0.742 0.20
H 4.898 -4.447 3.738 0.24
H 6.986 -2.805 3.496 0.23
C -3.890 0.054 0.308 -0.44
H 0.407 -1.556 -4.319 0.22
H 3.428 -1.360 0.373 0.23
H 1.538 4.110 -3.187 0.23
C -2.751 1.113 0.221 -0.07
Br -1.839 -2.476 -2.402 -0.05
H 1.597 -0.667 1.924 0.19
H -3.710 -0.945 -0.088 0.22
C -5.102 0.757 -0.300 -0.43
C 6.030 -2.553 3.039 -0.45
H 3.247 0.249 -0.336 0.20
H 5.478 -1.837 3.648 0.23
H -0.417 4.159 -1.866 0.23
H -5.418 2.927 -0.217 0.20
C -1.248 -0.730 -3.185 -0.43
C -1.345 -2.303 1.559 -0.46
H -0.697 -0.259 -2.370 0.26
O 0.474 -0.114 -0.294 -0.57
H -3.150 -2.798 2.747 0.22
H 5.582 -4.495 2.098 0.23
H 0.265 5.336 -0.805 0.22
H -1.090 -1.627 -5.158 0.23
H -6.056 0.338 0.019 0.22
H -4.972 0.905 -1.372 0.20
Br 2.678 3.817 -0.777 -0.02
H 1.767 -0.582 -1.759 0.18
C -4.921 2.121 0.322 -0.06
H 2.234 5.613 -2.535 0.23
H -2.209 1.105 -0.724 0.17
H -0.295 -2.100 1.767 0.22
H 2.689 0.724 1.907 0.22
Br -1.325 -4.071 0.775 0.01
```

Computed properties:
Highest occupied orbital energy   -9.373 eV
ΔE to the lowest compared entry with this formula, charge and spin   0.0 kcal/mol
E_LUMO   0.3266 eV
Kohn-Sham gap   9.700 eV
SMILES   C1CCOC1.C1CCOC1.BrCCBr.BrCCBr.BrCCBr.BrCCBr
Electronic energy   -21371.3622 hartree